Record 1
6
Properties=species:S:1:pos:R:3:mulliken_charge:R:1 method="wB97M-V/def2-TZVPD" largest_force_ev_per_a=4.0 relative_energy_kcal_mol=0.00 energy_ev=-44344.7414 s_squared=2.013 spin_multiplicity=3 homo_ev="0.0 / -1.7" total_charge=-2 homo_lumo_gap_ev="5.34 / 5.58"
O 3.84 1.02 0.79 -0.516
O 5.02 -0.75 -0.54 -0.600
P -4.48 -0.65 -0.27 -0.039
P 3.65 -0.34 0.12 0.120
S -2.51 -0.26 -0.29 -0.388
S -5.51 0.98 0.20 -0.577

Record 2
4
Properties=species:S:1:pos:R:3:mulliken_charge:R:1 method="wB97M-V/def2-TZVPD" largest_force_ev_per_a=12.6 relative_energy_kcal_mol=130.00 energy_ev=-16970.4553 homo_ev=-11.3 homo_lumo_gap_ev=5.64 smiles="O=S(=O)=O"
O 1.24 -0.06 -0.45 -0.353
S -0.24 0.12 -0.50 1.081
O -0.31 1.01 0.68 -0.371
O -0.69 -1.07 0.26 -0.357